(1)
Below is 2 unconnected molecules or ions with the total composition C3H10NO2, with properties calculated with the ωB97M-V functional and the def2-TZVPD basis.

Last columns: bonded neighbours and bond lengths (Å).
Positions of all 16 atoms, in Å:
1 C -1.15 0.94 0.71  N2 1.451, H6 1.040, H7 1.122, H8 1.084
2 N -0.24 0.31 -0.24  C1 1.451, C3 1.418, H9 1.081
3 C 1.13 0.18 0.10  N2 1.418, C4 1.692, H10 1.059, H11 1.104
4 C 1.13 -1.04 1.28  C3 1.692, O5 1.335, H12 1.114, H13 1.206
5 O 0.32 -2.05 0.96  C4 1.335
6 H -2.07 1.24 0.32  C1 1.040
7 H -1.40 0.39 1.65  C1 1.122
8 H -0.86 1.88 1.17  C1 1.084
9 H -0.43 -0.75 -0.36  N2 1.081
10 H 1.64 -0.12 -0.77  C3 1.059
11 H 1.62 1.11 0.46  C3 1.104
12 H 2.23 -1.21 1.31  C4 1.114
13 H 0.94 -0.48 2.33  C4 1.206
14 H -0.79 0.93 -1.65  O16 0.945
15 H -0.28 1.73 -2.63  O16 0.960
16 O -1.02 1.12 -2.54  H14 0.945, H15 0.960

Output
**Energy relative to the best compared isomer or geometry (same formula, charge and spin)**: 1.8132 eV
**Charge**: -1

***

(2)
Below is 2 unconnected molecules or ions with the total composition C3H10NO2, with properties calculated with the ωB97M-V functional and the def2-TZVPD basis.

Last columns: bonded neighbours and bond lengths (Å).
Positions of all 16 atoms, in Å:
1 C -1.30 0.67 -0.26  N2 1.464, C5 1.510, H6 1.102, H7 1.105
2 N -0.02 0.08 -0.64  C1 1.464, C3 1.522, H8 1.018
3 C 0.24 -1.25 0.05  N2 1.522, O4 1.341, H9 1.108, H10 1.107
4 O 0.86 -1.08 1.23  C3 1.341
5 C -1.62 1.86 -1.12  C1 1.510, H11 1.090, H12 1.088, H13 1.086
6 H -2.07 -0.11 -0.40  C1 1.102
7 H -1.33 0.87 0.83  C1 1.105
8 H 0.70 0.59 -0.14  N2 1.018
9 H 0.93 -1.72 -0.68  C3 1.108
10 H -0.74 -1.74 0.19  C3 1.107
11 H -1.66 1.51 -2.15  C5 1.090
12 H -0.77 2.54 -1.05  C5 1.088
13 H -2.64 2.20 -0.97  C5 1.086
14 H 3.51 -1.85 2.28  O16 0.962
15 H 2.46 -1.26 1.32  O16 1.012
16 O 3.46 -1.30 1.50  H14 0.962, H15 1.012

Output
**Energy relative to the best compared isomer or geometry (same formula, charge and spin)**: 0.5009 eV
**Charge**: -1

***

(3)
Below is 2 unconnected molecules or ions with the total composition C3H10NO2, with properties calculated with the ωB97M-V functional and the def2-TZVPD basis.

Last columns: bonded neighbours and bond lengths (Å).
Positions of all 16 atoms, in Å:
1 C -1.23 -0.57 -0.62  C2 1.510, N5 1.407, H6 1.059, H7 1.057
2 C -0.13 0.19 0.09  C1 1.510, C3 1.535, H8 1.012, H9 1.076
3 C 1.06 -0.53 -0.57  C2 1.535, O4 1.328, H10 1.108, H11 1.070
4 O 2.20 0.14 -0.64  C3 1.328
5 N -2.55 -0.31 -0.21  C1 1.407, H12 1.060, H13 1.020
6 H -1.12 -1.62 -0.70  C1 1.059
7 H -1.24 -0.21 -1.62  C1 1.057
8 H -0.19 1.15 -0.22  C2 1.012
9 H -0.10 0.17 1.16  C2 1.076
10 H 0.70 -0.94 -1.53  C3 1.108
11 H 1.14 -1.37 0.09  C3 1.070
12 H -2.93 0.54 -0.71  N5 1.060
13 H -2.59 0.18 0.69  N5 1.020
14 H 2.18 0.76 2.32  O16 0.970
15 H 2.50 0.96 0.80  O16 1.011
16 O 2.29 1.45 1.66  H14 0.970, H15 1.011

Output
**Multiplicity**: 2
**Energy relative to the best compared isomer or geometry (same formula, charge and spin)**: 1.2830 eV
**Charge**: -2

***

(4)
Below is 2 unconnected molecules or ions with the total composition C3H10NO2, with properties calculated with the ωB97M-V functional and the def2-TZVPD basis.

Last columns: bonded neighbours and bond lengths (Å).
Positions of all 16 atoms, in Å:
1 C -1.12 -0.48 -0.30  C2 1.562, N5 1.472, H6 1.218, H7 1.086
2 C -0.03 0.49 0.25  C1 1.562, C3 1.574, H8 1.140, H9 0.992
3 C 0.03 2.03 -0.07  C2 1.574, O4 1.288, H10 1.255, H11 1.112
4 O 0.32 2.75 0.96  C3 1.288
5 N -0.44 -1.30 -1.31  C1 1.472, H12 1.027, H13 1.027
6 H -1.92 0.30 -0.79  C1 1.218
7 H -1.61 -1.12 0.43  C1 1.086
8 H -0.18 0.55 1.38  C2 1.140
9 H 0.83 -0.02 0.27  C2 0.992
10 H -1.09 2.50 -0.39  C3 1.255
11 H 0.59 2.41 -0.95  C3 1.112
12 H -0.95 -2.14 -1.61  N5 1.027
13 H -0.10 -0.83 -2.16  N5 1.027
14 H 1.69 -2.20 1.16  O16 0.960
15 H 0.84 -2.34 -0.26  O16 1.049
16 O 1.14 -2.79 0.64  H14 0.960, H15 1.049

Output
**Multiplicity**: 2
**Energy relative to the best compared isomer or geometry (same formula, charge and spin)**: 1.2032 eV
**Charge**: 0